36
Properties=species:S:1:pos:R:3 method="wB97M-V/def2-TZVPD" mol_weight_da=335.2 charge=+2 e_homo_ev=-14.19
Y 0.12 0.79 -1.18
C -3.02 -1.34 -1.33
C -1.98 -0.69 -2.19
C -2.19 0.60 -2.73
C -1.28 1.18 -3.64
C -1.60 2.47 -4.33
C -0.10 0.47 -3.95
C 0.14 -0.82 -3.43
C 1.33 -1.62 -3.89
C -0.80 -1.38 -2.54
H -2.86 -1.11 -0.27
H -2.99 -2.42 -1.44
H -4.01 -0.98 -1.59
H -3.14 1.09 -2.56
H -2.68 2.62 -4.38
H -1.20 2.47 -5.34
H -1.18 3.33 -3.81
H 0.55 0.86 -4.73
H 2.23 -1.39 -3.31
H 1.56 -1.40 -4.94
H 1.14 -2.68 -3.80
H -0.67 -2.40 -2.22
N 2.61 -0.17 8.65
C 2.32 -0.07 7.54
C 1.96 0.05 6.16
C 2.64 0.96 5.35
C 2.29 1.08 4.02
C 1.26 0.28 3.50
C 0.59 -0.63 4.32
C 0.93 -0.75 5.65
C 0.92 0.41 2.13
C 0.62 0.52 0.94
H 3.43 1.57 5.77
H 2.81 1.78 3.39
H -0.21 -1.24 3.90
H 0.42 -1.45 6.28



66
Properties=species:S:1:pos:R:3 method="wB97M-V/def2-TZVPD" mol_weight_da=1017.7 charge=-1 e_homo_ev=-7.22
Sc 11.37 11.20 9.74
F 9.47 6.81 10.17
C 9.31 6.96 8.86
F 9.47 5.79 8.22
F 8.00 7.28 8.63
S 10.60 8.19 8.17
O 10.44 9.36 9.02
O 10.30 8.37 6.76
N 11.95 7.49 8.34
S 13.05 7.61 9.49
O 12.79 8.60 10.50
O 14.32 7.54 8.77
C 13.03 5.87 10.33
F 12.99 4.84 9.40
F 11.91 5.74 11.12
F 14.13 5.76 11.06
O 8.80 9.90 12.97
S 9.28 11.25 12.55
O 9.76 12.17 13.56
O 10.33 11.03 11.50
C 7.95 11.97 11.66
C 6.67 11.50 11.97
C 5.47 11.91 11.39
C 5.63 12.81 10.34
C 6.88 13.28 9.99
C 8.07 12.94 10.68
S 9.54 13.73 9.98
O 10.44 14.00 11.08
O 9.02 14.75 9.11
O 10.06 12.57 9.10
H 6.64 10.75 12.77
H 4.53 11.60 11.84
H 4.76 13.20 9.82
H 6.91 13.97 9.15
C 14.08 13.19 6.77
As 13.42 11.43 6.89
C 14.83 10.55 7.87
C 13.44 10.84 5.12
O 12.00 11.49 7.69
H 15.11 13.03 6.54
H 13.94 13.66 7.75
H 13.43 13.68 6.06
H 15.78 10.69 7.28
H 14.59 9.51 8.10
H 14.99 11.12 8.82
H 14.42 11.17 4.69
H 12.70 11.36 4.48
H 13.31 9.76 5.10
Br 15.97 5.60 15.25
C 14.51 6.68 14.69
C 13.27 6.10 14.52
C 12.21 6.95 14.14
C 12.48 8.29 14.01
C 13.77 8.75 14.26
N 14.77 7.93 14.57
H 13.18 5.00 14.69
H 11.25 6.60 13.98
H 11.73 9.05 13.74
H 14.02 9.80 14.23
Cl 14.73 13.93 12.99
C 14.98 12.61 11.77
Cl 15.15 11.11 12.58
Cl 16.52 13.07 11.05
C 13.79 12.66 10.74
O 13.75 13.63 10.06
O 13.04 11.65 10.64



42
Properties=species:S:1:pos:R:3 method="wB97M-V/def2-TZVPD" mol_weight_da=361.4 smiles=Cc1oc(-c2ccc(F)cc2F)nc1CN1CCC[C@@H]1c1nccs1 charge=0 e_homo_ev=-8.13
C -0.75 1.62 -1.47
C -0.53 0.86 -0.21
O -0.98 1.36 0.96
C -0.64 0.46 1.90
C -0.97 0.64 3.29
C -0.61 -0.35 4.21
C -0.90 -0.22 5.55
C -1.56 0.92 5.99
F -1.85 1.06 7.29
C -1.93 1.93 5.11
C -1.63 1.77 3.77
F -1.99 2.76 2.93
N -0.01 -0.57 1.40
C 0.07 -0.34 0.06
C 0.73 -1.31 -0.86
N 1.54 -0.63 -1.85
C 2.67 0.11 -1.32
C 3.45 0.45 -2.59
C 3.35 -0.84 -3.41
C 2.07 -1.53 -2.87
C 1.05 -1.73 -3.94
N 0.78 -2.85 -4.51
C -0.19 -2.72 -5.45
C -0.67 -1.46 -5.61
S 0.11 -0.38 -4.53
H -1.78 1.50 -1.81
H -0.08 1.24 -2.23
H -0.56 2.68 -1.30
H -0.10 -1.22 3.83
H -0.63 -0.98 6.26
H -2.45 2.81 5.46
H -0.03 -1.88 -1.39
H 1.32 -2.01 -0.24
H 2.32 0.99 -0.79
H 3.28 -0.50 -0.64
H 4.48 0.73 -2.38
H 2.95 1.27 -3.11
H 3.28 -0.64 -4.47
H 4.21 -1.48 -3.24
H 2.32 -2.52 -2.47
H -0.50 -3.59 -6.00
H -1.42 -1.11 -6.28



40
Properties=species:S:1:pos:R:3 method="wB97M-V/def2-TZVPD" mol_weight_da=317.3 charge=0 e_homo_ev=-6.63
F -0.23 -5.74 1.83
C -0.02 -4.73 0.91
C 0.64 -5.04 -0.27
C 0.83 -4.01 -1.20
C 0.36 -2.73 -0.95
C -0.32 -2.40 0.27
C -0.77 -1.06 0.42
C -1.51 -0.42 1.45
C -1.81 0.97 1.28
C -2.54 1.69 2.22
C -3.02 1.07 3.38
C -2.72 -0.28 3.56
F -3.18 -0.89 4.70
C -2.00 -1.03 2.64
C -0.49 -3.46 1.21
H 0.99 -6.05 -0.46
H 1.36 -4.23 -2.13
H 0.51 -1.95 -1.69
H -0.52 -0.40 -0.42
H -1.45 1.48 0.39
H -2.73 2.75 2.05
H -3.60 1.62 4.12
H -1.83 -2.08 2.85
H -0.98 -3.29 2.16
O 2.37 3.94 0.16
C 1.15 3.75 0.10
C 0.86 2.80 -1.15
C 1.31 3.39 -2.52
C 2.05 2.25 -3.25
C 2.18 1.10 -2.22
N 1.53 1.58 -1.04
O 0.12 4.09 0.70
H -0.22 2.61 -1.20
H 0.42 3.72 -3.06
H 1.98 4.23 -2.36
H 1.49 1.94 -4.13
H 3.05 2.57 -3.55
H 1.69 0.20 -2.64
H 3.23 0.82 -2.03
H 1.80 1.20 -0.14



42
Properties=species:S:1:pos:R:3 method="wB97M-V/def2-TZVPD" mol_weight_da=521.4 charge=+1 e_homo_ev=-11.30
Pt 0.42 -0.17 0.32
O -0.37 0.28 2.46
C 0.71 0.14 3.38
C 2.07 0.17 2.73
C 3.15 0.36 3.57
C 4.43 0.14 3.10
C 4.57 -0.32 1.80
C 3.45 -0.45 1.02
N 2.21 -0.15 1.42
H -0.53 1.23 2.33
H 0.58 -0.83 3.84
H 0.64 0.90 4.16
H 2.99 0.65 4.60
H 5.29 0.28 3.73
H 5.54 -0.58 1.40
H 3.53 -0.86 0.03
N -5.00 1.47 0.76
C -5.08 0.15 0.42
O -6.07 -0.52 0.58
C -3.83 -0.47 -0.15
C -3.97 -1.60 -0.95
C -2.85 -2.20 -1.47
C -1.60 -1.68 -1.16
N -1.46 -0.61 -0.36
C -2.56 -0.01 0.13
H -5.86 1.90 1.07
H -4.31 2.07 0.34
H -4.97 -1.98 -1.14
H -2.91 -3.07 -2.11
H -0.69 -2.11 -1.54
H -2.40 0.83 0.79
F 1.86 1.31 -5.50
C 1.58 0.94 -4.24
C 0.31 1.14 -3.74
C 0.04 0.75 -2.44
C 1.00 0.15 -1.61
C 2.27 0.00 -2.17
C 2.57 0.38 -3.47
H -0.44 1.61 -4.36
H -0.96 0.96 -2.08
H 3.08 -0.42 -1.62
H 3.56 0.24 -3.88



45
Properties=species:S:1:pos:R:3 method="wB97M-V/def2-TZVPD" mol_weight_da=439.1 charge=+2 e_homo_ev=-14.25
Ga 0.72 -0.76 -0.88
O 0.62 0.20 6.76
C 0.77 -0.70 5.81
O 0.65 -1.87 6.02
C 1.05 -0.21 4.40
C 1.14 1.11 4.00
C 1.22 1.46 2.66
C 1.23 0.46 1.68
C 1.20 -0.87 2.11
C 1.13 -1.22 3.43
N 1.28 0.68 0.30
C 0.54 1.74 -0.29
C 0.87 1.79 -1.77
C 0.96 2.96 -2.50
C 1.20 2.88 -3.87
C 1.32 1.64 -4.47
C 1.21 0.51 -3.69
N 1.00 0.59 -2.37
H 0.76 1.12 6.51
H 1.14 1.93 4.71
H 1.29 2.49 2.37
H 1.20 -1.65 1.32
H 1.09 -2.25 3.76
H 0.65 2.71 0.20
H 0.84 3.91 -2.01
H 1.29 3.79 -4.45
H 1.50 1.55 -5.53
H 1.30 -0.49 -4.10
C -3.08 -2.60 -1.84
C -1.95 -1.77 -1.37
N -0.72 -2.17 -1.38
O -0.45 -3.42 -1.87
C -2.19 -0.40 -0.84
C -3.53 0.14 -0.58
N -1.08 0.22 -0.66
O -0.92 1.46 -0.20
H -2.73 -3.46 -2.40
H -3.77 -2.01 -2.44
H -3.64 -2.96 -0.98
H 0.45 -3.69 -1.63
H -4.18 -0.60 -0.10
H -4.02 0.45 -1.51
H -3.46 1.03 0.05
O 3.60 -1.80 -1.06
C 2.51 -1.89 -1.29